Entry 1:
Here is a molecular structure, C16H18BrNTi at a distorted geometry from the Open Molecules 2025 dataset. Energies are from ωB97M-V/def2-TZVPD.

Output
**Spin multiplicity**: 2
**Total charge**: -1
**Gap between HOMO and LUMO (spin up / spin down)**: 5.686 / 5.685 eV
**<S²>**: 0.76
**Maximum force**: 3.2 eV/Å
**LUMO level (spin up / spin down)**: 2.838 / 2.839 eV

Last column: natural (NBO) charge in e.
CARTESIAN COORDINATES (ANGSTROEM)
C 2.05366 0.69403 -3.05735  -0.45
H -1.32418 -2.38282 -0.10661  0.23
H 0.03118 -1.50938 -4.59715  0.22
C -0.14498 0.56071 -3.77123  -0.28
H -0.13605 1.79349 2.33726  0.19
H 3.05638 1.12709 -2.97793  0.24
C -1.31867 0.93595 -0.21690  -0.27
C -1.31462 -0.26338 0.52473  -0.20
H 1.23281 -3.44161 0.14639  0.24
C -1.12683 -0.86832 -1.72024  -0.54
N 1.20594 -0.77066 1.01426  -0.61
H -1.13383 0.86568 -4.12671  0.22
Ti 0.84437 -0.49908 -1.35352  1.26
C 1.17827 0.16550 2.03105  0.08
H -0.25092 -3.37676 1.23404  0.18
H -1.53060 1.91858 0.17810  0.22
C 1.22863 -1.98692 1.71221  0.11
H 0.71031 2.51609 -3.07979  0.22
H 1.55198 2.11416 2.62560  0.20
H 1.76545 -2.65259 3.75042  0.19
C 0.83789 1.43279 -3.18373  -0.31
H 1.29090 -4.09102 1.83674  0.20
C -1.15934 0.60394 -1.58702  -0.37
C 1.62797 -1.79508 3.06810  -0.35
H -1.14247 -1.47984 -2.62328  0.26
C 0.85022 -3.30464 1.19682  -0.67
C 1.54030 -0.42087 3.28629  -0.35
H -1.69472 -0.33488 1.53702  0.22
C 0.86288 1.58469 1.96048  -0.62
C 0.47159 -0.69280 -4.01612  -0.32
C 1.83331 -0.62201 -3.63652  -0.31
C -1.18220 -1.36027 -0.38436  -0.26
Br 1.80855 -2.72276 -1.70742  -0.43
H 1.73160 0.10852 4.22534  0.19
H 2.61920 -1.31756 -3.96920  0.24
H 0.95542 1.93099 0.93536  0.20
H -1.38429 1.33346 -2.34876  0.23



Entry 2:
Here is C16H18ClFN2O4S in the gas phase at a distorted geometry from the Open Molecules 2025 dataset. Energies are from ωB97M-V/def2-TZVPD.

Output
**Energy relative to the best compared isomer or geometry (same formula, charge and spin)**: 0.0 kJ/mol
**Gap between HOMO and LUMO**: 9.126 eV
**Maximum force**: 1.3 eV/Å
**SMILES**: CCOC(=O)c1c(S(=O)(=O)Nc2ccc(F)cc2Cl)c(C)n(C)c1C
**LUMO level**: 0.441 eV

Last column: natural (NBO) charge in e.
CARTESIAN COORDINATES (ANGSTROEM)
F -0.39858 3.22991 3.87055  -0.32
H -2.47051 0.04105 1.46660  0.25
C 1.21871 -1.40116 -0.34945  -0.19
H 0.19140 0.97037 -5.29661  0.22
H 0.97820 -2.57903 3.70278  0.22
H 3.90102 -1.67652 -0.14319  0.28
N 1.13699 -2.38904 1.63708  -0.32
C -0.35137 2.40763 0.35969  -0.04
O -2.74876 -1.43654 -0.17266  -0.95
C -0.08219 3.06657 1.54563  -0.29
O -1.48158 -1.43341 -2.26201  -0.92
C -1.29066 -2.60506 2.12058  -0.67
H 1.78292 -0.36375 -4.02586  0.20
H -1.31401 -2.03422 3.04940  0.22
H 1.29531 -4.09281 2.83646  0.21
H -0.45709 1.72560 -3.83796  0.20
C -1.79228 0.87594 1.50875  -0.22
Cl 0.38412 2.97714 -1.09435  0.01
H -2.22234 -2.45226 1.58594  0.28
C 3.46010 -2.05287 0.77467  -0.67
H 0.57470 3.92100 1.57026  0.24
C -1.20438 1.29777 0.31600  0.11
C -0.16093 -2.17033 1.26307  0.22
O 0.88473 -0.03806 -2.20474  -0.53
H -1.98527 1.19047 3.62332  0.23
C 1.52034 -3.02424 2.86827  -0.41
S -1.56913 -1.04787 -0.89001  2.35
N -1.48024 0.64019 -0.86693  -0.84
H -1.19425 -3.66078 2.37191  0.22
O 2.86688 -1.06465 -2.01885  -0.61
C -0.67108 2.60247 2.70735  0.39
C 1.98346 -1.94670 0.66870  0.23
H 3.76527 -3.09059 0.90421  0.22
C -0.14646 -1.54900 0.03735  -0.43
C -0.02895 0.81225 -4.24488  -0.64
C 1.24335 0.43495 -3.50703  -0.07
C -1.52782 1.51661 2.70325  -0.27
H 1.91912 1.29092 -3.39455  0.19
C 1.75713 -0.84176 -1.59037  0.80
H -0.95173 0.97242 -1.66337  0.44
H 3.83750 -1.47032 1.61564  0.22
H -0.75147 0.00565 -4.14190  0.24
H 2.58678 -2.89490 3.03142  0.23



Entry 3:
Here is a molecular structure, C16H18F4N2S5SbSe4Ti from the Open Molecules 2025 dataset. Energies are from ωB97M-V/def2-TZVPD.

Output
**Energy relative to the best compared isomer or geometry (same formula, charge and spin)**: 79.8 kJ/mol
**Total charge**: -1
**Gap between HOMO and LUMO**: 6.227 eV
**Maximum force**: 0.8 eV/Å
**LUMO level**: 1.498 eV

Last column: natural (NBO) charge in e.
CARTESIAN COORDINATES (ANGSTROEM)
F 0.06437 -4.27907 -4.01918  -0.31
C 0.29938 -2.82762 -2.19690  0.32
C -2.00028 -0.03994 -4.06910  -0.75
Se 1.21835 5.27374 -3.60128  -0.67
F 2.91558 -0.55627 -4.34356  -0.29
H 2.15517 -0.30393 3.73817  0.20
H -1.61401 0.60813 2.93552  0.22
H 0.66792 -1.58300 2.85934  0.20
S -3.44430 -2.84733 -2.79342  0.48
N 0.44169 -1.18144 -0.34659  -0.80
H 1.66507 1.54263 1.32168  0.23
F -0.53117 -3.62213 -1.50330  -0.32
C 2.00529 -1.26668 -3.68525  0.37
S -3.26955 0.15285 -2.80146  0.35
H -1.25496 2.95454 3.39056  0.23
H 2.00866 1.45644 3.77517  0.21
H -2.21409 -0.87117 -4.73958  0.22
H 1.11363 -2.69879 0.95188  0.20
F 2.26530 0.15644 -1.85361  -0.28
H 0.42755 2.89935 2.86709  0.21
C 2.30730 0.60844 3.15941  -0.64
Se 0.84561 1.67688 -5.55174  -0.71
C 1.58337 0.57595 1.81957  -0.23
S -3.37480 -3.08548 0.06390  0.46
C -3.15618 -1.35847 -1.91563  -0.41
H 3.37680 0.69969 2.97018  0.23
H -1.01276 -0.13669 -3.62333  0.23
S -3.81483 -5.53317 -1.55645  -0.07
H 1.69925 -2.67220 -5.28356  0.25
H -2.01892 0.89236 -4.63446  0.28
Sb -0.14629 3.60142 -4.57701  1.08
C 1.45721 -2.39529 -4.26810  -0.34
H -0.61389 -2.75189 0.64105  0.22
H -1.03872 -1.41263 2.44382  0.23
C -3.53451 -3.92326 -1.44331  -0.57
H 2.04615 -0.14735 1.15278  0.23
C 0.22566 -2.07778 0.79252  -0.25
C 1.68655 -0.92332 -2.38696  0.31
S -2.98982 -0.16362 0.60799  -0.24
H -0.15827 0.72187 3.91276  0.19
N 0.13440 0.21613 1.88403  -0.50
Se -2.50339 3.83596 -4.71537  -0.69
H -0.86778 2.71904 1.68411  0.24
C 0.81997 -1.67985 -1.60032  0.04
C 0.60854 -3.16741 -3.50222  0.33
C -0.58668 0.97117 2.93658  -0.22
Se -0.67897 2.14053 -1.36053  -0.35
C -3.08907 -1.47385 -0.56870  -0.41
C -0.02561 -1.24775 2.08424  -0.24
Ti -0.74255 0.32495 -0.13172  1.13
C -0.56138 2.47094 2.70296  -0.62



Entry 4:
Here is a molecular structure, C16H18IrN2O8S from the Open Molecules 2025 dataset. Energies are from ωB97M-V/def2-TZVPD.

Output
**Spin multiplicity**: 5
**Energy relative to the best compared isomer or geometry (same formula, charge and spin)**: 0.0 kJ/mol
**Total charge**: -1
**Gap between HOMO and LUMO (spin up / spin down)**: 7.095 / 7.495 eV
**<S²>**: 6.01
**Maximum force**: 0.4 eV/Å
**LUMO level (spin up / spin down)**: 2.684 / 1.828 eV

Last column: natural (NBO) charge in e.
CARTESIAN COORDINATES (ANGSTROEM)
C -4.66512 1.70565 -0.40231  -0.21
H 5.65004 -0.85920 1.68282  0.20
H -5.02652 -0.77529 -2.66525  0.20
C -4.67183 -0.24856 -1.78603  -0.23
S -2.13609 -0.95988 1.25212  2.30
O -1.74937 0.06428 2.21433  -0.97
C 5.65781 0.09153 -0.90163  -0.58
C -3.74453 1.10623 0.45001  -0.19
H -0.13850 -3.00910 -0.64440  0.20
N -0.88859 -1.27341 0.27090  -0.99
H 5.41429 -2.55328 -0.18951  0.20
H -7.09009 1.15774 -2.42635  0.21
H 4.72088 0.65320 1.63747  0.21
N 2.26561 0.51740 -0.82567  -0.45
O -2.73985 -2.16759 1.75839  -0.96
Ir 0.31567 0.37749 0.54464  1.28
H -5.00305 2.71394 -0.19226  0.21
O 1.60681 -1.37085 1.28442  -0.80
H 4.30975 -2.24765 -1.54023  0.20
H 6.60829 -0.36065 -0.61387  0.21
O 1.80983 -3.57944 0.99491  -0.72
O 1.41197 1.92745 1.77716  -0.69
H 5.52979 -0.02528 -1.97878  0.21
C -0.24389 -2.58274 0.35620  -0.36
O -0.76529 2.45868 0.06360  -0.66
C -0.80607 3.24588 0.99250  0.81
H 3.66517 -2.59675 0.08349  0.28
O 1.39306 4.17071 2.23703  -0.55
H -3.35753 1.62925 1.31358  0.25
C 4.46171 -2.09659 -0.46993  -0.60
H 3.87748 -0.88454 1.91089  0.27
H -3.38041 -1.84865 -1.16206  0.23
C 4.52697 -0.60281 -0.13037  -0.17
H -6.31852 2.72469 -2.16886  0.21
C -6.13545 1.68811 -2.45004  -0.63
C 4.70241 -0.40782 1.38325  -0.60
C -5.13895 1.04103 -1.52385  -0.01
C 3.25993 0.02860 -0.52395  0.44
O -1.45661 4.05827 1.56164  -0.55
H -0.82196 -3.28645 0.95391  0.24
C 1.17635 -2.52272 0.93830  0.77
H -5.77802 1.67288 -3.48115  0.21
C -3.75498 -0.85523 -0.94923  -0.18
H 5.69506 1.15682 -0.66978  0.22
C 1.04958 3.09706 1.86395  0.80
C -3.29718 -0.17244 0.16999  -0.26



Entry 5:
Here is a molecular structure, C16H18IrN3O5S2Se2 at a distorted geometry from the Open Molecules 2025 dataset. Energies are from ωB97M-V/def2-TZVPD.

Output
**Spin multiplicity**: 2
**Energy relative to the best compared isomer or geometry (same formula, charge and spin)**: 361.2 kJ/mol
**Total charge**: +1
**Gap between HOMO and LUMO (spin up / spin down)**: 5.810 / 5.208 eV
**<S²>**: 1.04
**Maximum force**: 3.4 eV/Å
**LUMO level (spin up / spin down)**: -4.749 / -5.255 eV

Last column: natural (NBO) charge in e.
CARTESIAN COORDINATES (ANGSTROEM)
H 2.70048 -5.80720 0.56184  0.23
H -7.02102 0.50480 0.22144  0.26
H -5.61362 -1.44500 1.01474  0.26
H 2.37688 -3.36770 0.90964  0.24
C 3.76998 4.51320 0.11054  -0.05
C -5.29472 1.42900 -0.74506  0.16
O 3.96648 5.16070 -1.11036  -0.71
C -0.08362 -2.01630 0.47984  0.64
H 4.64938 4.72190 -1.62766  0.48
C 1.56538 -3.99240 0.57024  -0.14
H 3.49188 2.90520 2.00074  0.19
C 3.30878 2.26360 -0.84566  -0.57
O 2.05868 1.52400 1.47164  -0.71
Ir 0.14538 0.92280 -0.04406  0.62
C -5.97122 0.43570 -0.00456  -0.27
H -1.37712 -6.18840 -0.72126  0.24
H 1.82078 3.51690 2.00884  0.20
C -3.33592 0.26650 -0.66796  0.25
C -0.72332 -4.24870 -0.11646  -0.22
O -2.63162 -3.00060 -1.60506  -0.92
C 0.31408 -3.44260 0.33554  -0.15
N -4.02862 1.32790 -1.06126  -0.41
C -5.21932 -0.62230 0.43494  0.13
Se -0.29372 3.31870 0.16094  -0.04
C 1.74028 -5.35400 0.36174  -0.18
H -3.36262 -1.48130 0.46124  0.48
H 1.43448 5.05140 -0.42316  0.24
C 0.69538 -6.14320 -0.09916  -0.17
Se 2.10178 0.88590 -1.58896  0.14
N -3.91302 -0.68410 0.13154  -0.48
H 1.40298 3.77930 -1.63816  0.24
H 3.40288 5.27500 0.80664  0.19
H 1.94168 1.21300 2.37774  0.51
S -2.15282 -3.18650 -0.26966  2.26
C 1.43348 3.96990 -0.56596  -0.55
H 4.07368 1.72240 -0.28896  0.23
H 4.70848 4.11040 0.50814  0.17
O 0.71448 -1.11490 0.79164  -0.66
C 2.52638 2.86150 1.48114  -0.07
C 2.71428 3.36660 0.03754  -0.15
H -5.79632 2.31900 -1.09956  0.23
S -1.77092 0.03840 -1.29826  0.38
H 0.84818 -7.19920 -0.26306  0.24
N -1.35782 -1.80730 0.20514  -0.87
O -3.16922 -3.41570 0.72794  -0.94
H 3.76798 2.70490 -1.73416  0.23
C -0.55792 -5.59120 -0.35276  -0.20